A 2-piece molecular cluster, C5H9NO overall. Source: the Open Molecules 2025 dataset; level of theory: ωB97M-V/def2-TZVPD.

Values from the calculation:
Net charge = 0
M = 99.1 g mol⁻¹
Energy relative to the best compared isomer or geometry (same formula, charge and spin) = 632.8 kJ/mol
HOMO energy = -0.3209 hartree
LUMO energy = -0.2 eV
Kohn-Sham gap = 8.5776 eV
DFT total energy = -325.6965 a.u.

Bonds (Å) are listed after each position.
Element x y z (Å)
1 C -2.1303 -0.5032 0.2069  C2 1.501, H8 1.093, H9 1.097, H10 1.094
2 C -1.2417 0.3176 1.0961  C1 1.501, N3 1.286, H11 1.094
3 N -0.1301 -0.0433 1.6327  C2 1.286, H12 1.026
4 C 0.1333 1.2727 -0.5854  C5 1.458, H13 1.110
5 C 1.1745 0.3561 -1.0338  C4 1.458, C6 1.462, O7 1.412, H14 1.110
6 C 2.2295 -0.4350 -0.4023  C5 1.462, O7 1.439, H15 1.090, H16 1.089
7 O 1.0603 -1.0499 -0.9726  C5 1.412, C6 1.439
8 H -2.4347 0.1115 -0.6437  C1 1.093
9 H -3.0288 -0.8252 0.7468  C1 1.097
10 H -1.5967 -1.3801 -0.1723  C1 1.094
11 H -1.6348 1.2914 1.4017  C2 1.094
12 H 0.0972 -0.9872 1.3019  N3 1.026
13 H 0.6654 2.1972 -0.2782  C4 1.110
14 H 1.3869 0.7741 -2.0398  C5 1.110
15 H 3.1545 -0.6368 -0.9428  C6 1.090
16 H 2.2955 -0.4598 0.6848  C6 1.089

Results of the Löwdin charge analysis, in e, for atoms 1 through 8: atom 1 (C): -0.090, atom 2 (C): -0.358, atom 3 (N): 0.086, atom 4 (C): 0.187, atom 5 (C): -0.441, atom 6 (C): -0.104, atom 7 (O): -0.070, atom 8 (H): 0.071

=====

A 16-piece molecular cluster, C5H39NO15 overall. Source: the Open Molecules 2025 dataset; level of theory: ωB97M-V/def2-TZVPD.

Values from the calculation:
Net charge = 0
M = 353.4 g mol⁻¹
Energy relative to the best compared isomer or geometry (same formula, charge and spin) = 495.6 kJ/mol
HOMO energy = -0.2794 hartree
LUMO energy = 0.2 eV
Kohn-Sham gap = 7.8360 eV
DFT total energy = -1397.1917 a.u.

Bonds (Å) are listed after each position.
Element x y z (Å)
1 C -1.1647 1.2646 0.1743  C4 1.510, H7 1.085, H8 1.093, H9 1.087
2 N 1.7661 0.7727 -0.2904  C3 1.391, H10 1.010, H11 1.006
3 C 0.9748 0.0130 0.5642  N2 1.391, C4 1.335, H12 1.078
4 C -0.3257 0.1829 0.8122  C1 1.510, C3 1.335, C5 1.501
5 C -0.9903 -0.7637 1.7684  C4 1.501, C6 1.324, H13 1.086
6 C -0.8708 -2.0787 1.6653  C5 1.324, H14 1.081, H15 1.089
7 H -1.1746 1.1066 -0.8989  C1 1.085
8 H -0.9522 2.2167 0.6675  C1 1.093
9 H -2.1819 1.1209 0.5302  C1 1.087
10 H 1.4157 1.6956 -0.5048  N2 1.010
11 H 2.7413 0.5486 -0.3905  N2 1.006
12 H 1.5676 -0.8155 0.9181  C3 1.078
13 H -1.5916 -0.1958 2.4719  C5 1.086
14 H -0.2867 -2.5935 0.9147  C6 1.081
15 H -1.2070 -2.7462 2.4569  C6 1.089
16 H -2.6614 2.8070 3.5658  O18 0.987
17 H -1.5930 1.8380 3.2905  O18 0.980
18 O -2.5628 1.8345 3.4309  H16 0.987, H17 0.980
19 H 0.9470 -2.4983 -2.6335  O21 0.970
20 H 2.4144 -2.0959 -2.4948  O21 0.991
21 O 1.8130 -2.8796 -2.4211  H19 0.970, H20 0.991
22 H 1.2605 -0.1956 3.1194  O24 0.953
23 H 2.6402 0.3009 2.4383  O24 0.965
24 O 1.9763 0.4342 3.1256  H22 0.953, H23 0.965
25 H 2.6747 0.3127 -3.0705  O27 0.990
26 H 3.4668 -0.8447 -3.7280  O27 0.945
27 O 3.2324 -0.4838 -2.8868  H25 0.990, H26 0.945
28 H 1.4471 2.3192 -2.8539  O30 0.997
29 H 1.3045 1.9540 -4.3447  O30 0.962
30 O 1.6430 1.5998 -3.5164  H28 0.997, H29 0.962
31 H 3.3304 -2.3535 1.5432  O33 0.994
32 H 4.7767 -2.3253 2.0841  O33 0.960
33 O 3.9381 -1.8638 2.1581  H31 0.994, H32 0.960
34 H 1.9068 -2.4319 -0.5741  O36 0.973
35 H 1.9528 -3.6835 0.3012  O36 0.969
36 O 2.1020 -2.7268 0.3328  H34 0.973, H35 0.969
37 H -2.5426 3.3959 -0.9540  O39 0.971
38 H -2.3262 2.3624 -2.0458  O39 0.991
39 O -2.4099 3.3416 -1.9142  H37 0.971, H38 0.991
40 H -3.6034 1.4289 2.1936  O42 0.993
41 H -4.9858 0.8391 2.0974  O42 0.955
42 O -4.2366 1.0333 1.5387  H40 0.993, H41 0.955
43 H -0.6360 3.5463 -1.9587  O45 0.993
44 H 0.5546 4.3039 -1.4057  O45 0.955
45 O 0.3564 3.5348 -1.9363  H43 0.993, H44 0.955
46 H -3.9315 -1.8025 0.0061  O48 0.977
47 H -3.8711 -0.3163 0.3676  O48 0.982
48 O -3.6987 -0.9340 -0.3757  H46 0.977, H47 0.982
49 H -1.5131 0.1027 -2.0522  O51 0.979
50 H -2.9750 -0.1091 -1.6053  O51 0.967
51 O -2.4107 0.4889 -2.1138  H49 0.979, H50 0.967
52 H 0.8849 3.1874 3.2421  O54 0.968
53 H 0.7697 1.8045 2.6194  O54 0.973
54 O 0.3196 2.6670 2.6538  H52 0.968, H53 0.973
55 H 0.2195 -0.1567 -0.8860  O57 0.955
56 H -0.8837 -1.2073 -0.4871  O57 0.967
57 O -0.2742 -0.9187 -1.1806  H55 0.955, H56 0.967
58 H 1.2898 -4.3823 -1.5123  O60 0.985
59 H 1.2946 -5.9098 -1.1060  O60 0.978
60 O 0.8794 -5.0458 -0.9105  H58 0.985, H59 0.978

Results of the Löwdin charge analysis, in e, for atoms 1 through 8: atom 1 (C): -0.048, atom 2 (N): 0.138, atom 3 (C): -0.249, atom 4 (C): -0.352, atom 5 (C): -0.120, atom 6 (C): 0.035, atom 7 (H): 0.044, atom 8 (H): 0.081